DFT (ωB97M-V/def2-TZVPD) results for a cluster of 2 separate species, C6H7N2 in total.

Properties
Energy relative to the best compared isomer or geometry (same formula, charge and spin) (kcal per mole): 107.0
Multiplicity: 3
E_HOMO (spin up / spin down) (eV): -9.086 / -13.849
<S²>: 2.0064
Total charge: +1

Last column: Löwdin charge in e.
Positions of all 15 atoms, in Å:
C  -1.0161  3.5930  0.5195  -0.08
C  -0.2040  2.5968  0.9718  0.00
C  -1.7346  4.4453  0.1337  0.20
C  0.4640  1.7183  1.4460  -0.03
C  0.0235  -1.5776  -0.5941  -0.17
C  -0.5373  -2.2126  -1.7369  -0.02
N  0.6388  -0.8719  0.0966  0.17
N  1.3458  0.7799  1.9394  0.14
H  -2.3546  5.2828  0.0759  0.05
H  -0.1046  -3.1633  -1.7310  0.08
H  -0.4109  -1.6290  -2.6321  0.11
H  -1.6272  -2.2114  -1.4897  0.12
H  2.3690  0.9816  1.9460  0.20
H  1.2062  -0.1902  1.4426  0.09
H  1.0584  0.4049  2.8132  0.15



DFT (ωB97M-V/def2-TZVPD) results for a structure of composition C39H35F12I3MoN2O2P2.

Properties
Energy relative to the best compared isomer or geometry (same formula, charge and spin) (kcal per mole): 0.0
Multiplicity: 3
E_HOMO (spin up / spin down) (eV): -13.150 / -13.152
<S²>: 2.0266
Total charge: +2

Last column: Löwdin charge in e.
Positions of all 96 atoms, in Å:
Mo  -1.9147  -0.0117  0.2145  1.66
I  -1.7239  4.9955  -0.7456  1.07
C  -3.1050  3.9131  0.3482  -0.63
C  -4.2745  4.5519  0.8208  -0.19
C  -5.2115  3.8858  1.5609  -0.65
I  -6.8934  4.9150  2.2185  1.03
C  -5.0284  2.5036  1.8592  -0.18
C  -5.9174  1.7000  2.5974  0.01
C  -5.6411  0.3695  2.7953  -0.01
C  -4.4752  -0.1732  2.2522  -0.10
N  -3.6088  0.5501  1.5657  -0.02
C  -3.8671  1.8741  1.3683  -0.17
C  -2.8981  2.5878  0.6263  -0.38
O  -1.8166  1.8956  0.2012  -0.32
H  -4.4164  5.5969  0.5822  0.09
H  -6.8207  2.1391  3.0000  0.08
H  -6.3137  -0.2642  3.3545  0.12
H  -4.2452  -1.2256  2.3704  0.11
C  2.1880  0.8263  2.3300  -0.11
C  1.3310  -0.4058  2.6057  -0.36
P  -0.4753  -0.1569  2.4711  0.94
C  -0.8193  1.4245  3.3280  -0.39
C  -0.3950  1.5353  4.7908  -0.12
C  -1.2057  -1.5137  3.4689  -0.38
C  -0.4714  -1.9546  4.7358  -0.12
H  3.2333  0.5922  2.5318  0.09
H  1.9175  1.6673  2.9670  0.07
H  2.1182  1.1508  1.2917  0.04
H  1.5243  -0.7752  3.6141  0.08
H  1.5918  -1.2146  1.9280  0.04
H  -1.8910  1.6099  3.2291  0.07
H  -0.3324  2.1907  2.7170  0.08
H  -1.0554  0.9605  5.4386  0.07
H  -0.4447  2.5745  5.1131  0.09
H  0.6257  1.1885  4.9556  0.07
H  -1.2960  -2.3581  2.7827  0.05
H  -2.2258  -1.1906  3.6982  0.07
H  0.4409  -2.4996  4.4956  0.07
H  -1.1057  -2.6281  5.3115  0.09
H  -0.2065  -1.1214  5.3823  0.06
N  -3.1509  -4.0366  0.8907  0.22
C  -2.8067  -3.0825  0.0390  -0.60
O  -2.1348  -2.1011  0.4487  -0.21
C  -3.2283  -3.2384  -1.3849  -0.54
I  -1.8805  -4.5967  -2.3357  0.94
H  -2.8349  -3.9984  1.8471  0.13
H  -3.6186  -4.8714  0.5734  0.13
H  -3.1852  -2.2869  -1.8981  0.03
H  -4.2221  -3.6716  -1.4560  0.07
F  -1.1561  0.8581  -2.4724  -0.03
C  -0.6664  -0.1256  -1.6506  -0.56
F  -1.0275  -1.3297  -2.2654  -0.11
F  -3.2745  -0.2213  -1.0714  -0.40
F  3.4349  -1.2941  -8.0551  0.17
C  2.4205  -2.0229  -7.5694  -0.60
F  2.7996  -3.3059  -7.5817  0.16
F  1.3844  -1.8884  -8.4000  0.16
C  2.0736  -1.5728  -6.1679  -0.08
C  2.8289  -2.0442  -5.1042  0.02
C  2.5379  -1.6203  -3.8176  -0.04
C  1.4926  -0.7220  -3.6076  -0.30
C  0.7416  -0.2434  -4.6812  -0.03
C  1.0331  -0.6759  -5.9620  0.03
P  1.1736  -0.1152  -1.9567  1.17
C  1.8189  1.5411  -1.7909  -0.29
C  1.3293  2.3789  -0.7883  -0.08
C  1.8591  3.6460  -0.6425  -0.02
C  2.8634  4.0754  -1.5039  -0.08
C  3.3431  3.2533  -2.5092  0.03
C  2.8187  1.9775  -2.6550  -0.03
C  3.3884  5.4815  -1.3306  -0.59
F  4.4080  5.7438  -2.1442  0.17
F  3.7978  5.6800  -0.0700  0.16
F  2.4149  6.3732  -1.5788  0.16
C  1.9409  -1.2362  -0.7855  -0.31
C  1.3673  -2.4875  -0.5519  -0.06
C  2.0088  -3.3896  0.2781  0.02
C  3.2191  -3.0430  0.8662  -0.10
C  3.8083  -1.8120  0.6160  0.01
C  3.1684  -0.9041  -0.2149  -0.06
C  3.8606  -3.9890  1.8552  -0.59
F  3.5424  -5.2602  1.6008  0.16
F  5.1874  -3.8766  1.8606  0.17
F  3.4215  -3.7037  3.0984  0.15
H  3.6320  -2.7475  -5.2766  0.14
H  3.1187  -2.0041  -2.9896  0.11
H  -0.0734  0.4506  -4.5252  0.12
H  0.4460  -0.3238  -6.7986  0.14
H  0.5169  2.0623  -0.1473  0.08
H  1.4844  4.3112  0.1242  0.11
H  4.1169  3.6048  -3.1769  0.14
H  3.1840  1.3336  -3.4455  0.12
H  0.4389  -2.7676  -1.0344  0.06
H  1.5776  -4.3641  0.4643  0.13
H  4.7594  -1.5622  1.0670  0.14
H  3.6233  0.0596  -0.4091  0.12